Record 1
Entry from OMol25: 20 unconnected molecules or ions with the total composition C22H71Cl2N3O20 (ωB97M-V/def2-TZVPD).

Geometry as XYZ:
```
118
Properties=species:S:1:pos:R:3:forces:R:3
C 5.8655 -1.2401 1.2954 -1.04 -0.31 0.61
C 4.4577 -0.3360 1.3276 1.79 -1.43 0.32
C 3.4439 -1.1651 2.3382 -0.48 0.96 -0.16
C 4.8922 1.1463 1.8633 0.01 0.25 -0.80
C 3.7350 2.3034 1.7723 0.04 0.51 0.86
C 2.6067 2.2122 3.0047 1.26 0.28 0.02
C 3.0443 2.4874 0.2958 0.58 1.96 1.04
O 2.1710 1.3907 -0.1352 -3.63 1.40 1.05
C 0.7420 1.6628 0.1926 -2.62 -0.83 1.94
N 0.1551 0.8806 1.3338 -2.05 3.98 -4.14
C -1.2985 1.1673 1.5764 -0.01 0.18 -0.25
C -2.0277 0.3109 2.8070 -2.46 1.61 0.10
C -1.1500 -0.8293 3.6592 -0.48 -0.17 -1.80
C -1.5624 -2.2852 2.9529 0.43 0.12 -0.57
C -0.3504 -3.3892 2.9767 -1.80 -0.98 0.75
Cl 0.4730 -3.4420 1.2806 -0.39 0.12 1.69
C -3.5948 0.5412 3.2304 3.15 1.47 -2.86
C -4.2186 -0.3179 4.4923 -0.31 -0.11 -0.15
C -5.8722 -0.5307 4.3712 1.04 0.09 -0.45
C -6.2450 -1.2183 2.9086 0.86 -1.13 0.92
Cl -7.4001 -0.1326 1.8815 1.22 -1.27 0.74
C -4.4347 1.6765 2.3556 3.64 0.06 -1.67
C -3.7135 2.4990 1.0983 0.57 -2.79 3.03
C -2.1117 2.2563 0.6824 -2.13 -0.26 1.06
N -1.6043 3.0686 -0.4758 5.01 -5.01 3.67
C -0.1567 2.7109 -0.6696 -0.60 0.14 0.47
C 0.6151 3.4692 -1.9454 -1.86 0.54 0.20
N 0.6549 2.5930 -3.2018 -0.75 0.20 0.89
H 6.1592 -1.4641 2.4251 -0.38 0.59 -2.37
H 6.7397 -0.6944 0.7371 -1.76 -1.17 1.08
H 5.6305 -2.3106 0.8235 0.63 2.55 0.92
H 4.0727 -0.3596 0.2023 0.55 0.46 2.56
H 3.3930 -0.5808 3.3778 -0.02 -1.33 -2.26
H 3.8109 -2.2586 2.5849 -0.68 2.24 -0.76
H 2.3723 -1.1696 1.8138 2.19 -0.12 1.50
H 5.3535 1.0909 2.9622 -1.23 0.00 -2.29
H 5.7886 1.5154 1.1743 -1.83 -0.78 1.34
H 4.2995 3.3346 1.9882 -1.25 -2.08 -0.74
H 2.1046 1.1601 3.0899 0.72 2.26 -0.38
H 3.2002 2.4067 4.0131 -1.21 -0.44 -2.06
H 1.8669 3.1098 2.8777 1.09 -1.93 0.24
H 3.8513 2.6904 -0.5286 -1.63 -0.74 1.61
H 2.3786 3.4762 0.3615 1.51 -2.02 -0.11
H 0.0068 -0.6939 3.4484 -2.49 0.02 0.59
H -1.4115 -0.8235 4.8055 0.58 0.16 -2.40
H -2.5058 -2.7785 3.4394 1.80 1.00 -0.85
H -1.8037 -2.0829 1.8024 0.46 -0.44 2.62
H 0.4155 -3.2718 3.8535 -1.22 0.01 -2.05
H -0.8759 -4.4551 3.0912 1.41 2.33 -0.36
H -3.7788 -1.4157 4.5682 -0.60 2.43 -0.51
H -3.9208 0.2061 5.5212 -0.82 -0.97 -2.28
H -6.1640 -1.3037 5.2101 0.40 1.93 -1.67
H -6.3761 0.5317 4.5114 0.77 -2.50 -0.26
H -5.2605 -1.4933 2.2947 -2.26 1.08 1.10
H -6.8010 -2.2371 3.0876 0.78 2.24 -0.42
H -5.5660 1.8977 2.6495 2.82 -0.45 -0.88
H -4.3806 3.2720 0.5176 1.66 -1.71 1.22
H 1.6537 3.9194 -1.6496 -2.19 -1.45 -0.37
H -0.0673 4.4017 -2.2452 1.43 -2.06 0.87
H -0.3303 2.4813 -3.5874 1.65 -0.10 1.23
H 1.0466 1.6469 -3.0010 -0.60 1.08 -0.13
O -1.1459 -0.5397 -2.2356 0.29 0.16 0.20
H -0.3376 -0.6898 -1.7227 -0.23 0.17 -0.04
H -1.5167 0.2713 -1.8563 0.04 -0.23 -0.02
O -0.6460 3.0569 -6.2791 -0.46 -0.03 0.46
H -1.2313 3.8258 -6.2061 0.12 -0.26 -0.16
H -0.2229 3.0013 -5.4091 0.26 0.13 -0.23
O 0.6541 0.2356 -7.4711 0.33 0.06 0.23
H 1.4624 0.0855 -6.9582 -0.29 0.06 -0.11
H 0.2833 1.0465 -7.0919 -0.09 -0.11 -0.19
O 0.5540 -3.7205 -2.1866 0.11 0.30 0.32
H -0.0313 -2.9516 -2.1137 0.03 -0.31 -0.09
H 0.9771 -3.7761 -1.3166 -0.24 -0.01 -0.30
O 3.7574 4.5648 -1.9353 0.14 -0.07 -0.20
H 3.0621 4.3459 -2.5737 0.44 0.17 -0.07
H 4.5803 4.3863 -2.4148 -0.29 0.16 -0.06
O -8.7415 2.4874 3.1862 -0.15 0.07 -0.34
H -9.4945 2.6454 2.5972 0.26 -0.02 0.26
H -8.1642 1.8998 2.6758 -0.17 0.04 0.21
O 4.6145 5.7235 -4.5902 -0.17 0.37 0.11
H 3.7969 5.9713 -5.0474 0.25 -0.18 0.03
H 4.8052 6.4850 -4.0221 -0.06 -0.24 -0.19
O 4.9630 5.9253 0.5573 0.14 -0.10 -0.31
H 4.2677 5.7064 -0.0811 0.16 -0.04 0.05
H 5.7859 5.7468 0.0777 -0.31 0.07 0.22
O -7.5167 -4.3470 4.0438 0.24 -0.15 -0.02
H -6.9489 -4.8944 3.4809 -0.30 0.07 0.07
H -8.3178 -4.8802 4.1574 0.23 0.06 -0.16
O 1.4833 4.1246 -7.5778 0.22 -0.32 -0.40
H 2.0511 3.5772 -8.1407 0.08 0.20 0.12
H 0.6822 3.5914 -7.4642 0.15 0.24 0.17
O 7.7963 -2.8434 -0.0182 0.57 -0.50 -0.43
H 7.8945 -2.8015 -0.9813 -0.05 0.00 0.31
H 8.3258 -3.6135 0.2378 -0.17 0.25 -0.05
O 2.5242 -0.9960 -9.5557 -0.02 -0.21 0.41
H 1.7413 -0.5178 -9.2439 0.06 0.09 0.00
H 2.6511 -1.6935 -8.8951 -0.03 0.18 -0.26
O -7.0855 -0.3262 7.1696 -0.27 0.44 0.24
H -7.9031 -0.0783 6.7124 0.25 -0.10 0.11
H -6.8948 0.4354 7.7377 -0.05 -0.29 -0.15
O -4.3758 -4.5096 4.0234 -0.18 -0.05 0.28
H -5.1587 -4.0314 4.3352 0.12 -0.10 0.02
H -4.2489 -5.2071 4.6840 -0.03 0.23 -0.22
O 4.7641 -4.7570 2.8674 -0.07 -0.10 0.06
H 4.0111 -4.5990 2.2784 0.43 -0.18 0.15
H 5.3413 -5.3446 2.3570 -0.36 0.34 0.05
O 3.8623 1.9920 -8.8334 0.29 -0.20 -0.05
H 3.8656 1.0452 -8.6269 -0.14 0.21 -0.23
H 4.5887 2.0962 -9.4662 -0.31 0.01 0.21
O -9.4527 -6.3608 2.9518 -0.35 -0.12 -0.34
H -9.3644 -7.1090 2.3424 0.05 0.23 0.26
H -10.2664 -5.9198 2.6647 0.27 -0.10 0.11
O 4.4754 -5.2523 0.1094 -0.30 -0.21 -0.52
H 4.5637 -6.0005 -0.5000 -0.03 0.24 0.20
H 3.6617 -4.8113 -0.1777 0.28 -0.08 0.07
O -0.5824 -2.4891 -10.0800 0.36 0.16 0.22
H -0.5696 -1.7321 -9.4752 -0.05 -0.23 -0.16
H 0.3529 -2.7177 -10.1889 -0.30 0.14 -0.04
```
Positions in Å, forces in eV/Å.

Results
total charge	0
electronic energy	-94414.59565	eV
max |F|	8.0	eV/A
HOMO level	-8.23	eV

Results of the Löwdin charge analysis, in e, for atoms 1 through 4: C -0.140; C -0.361; C -0.109; C -0.171

Record 2
Entry from OMol25: 14 unconnected molecules or ions with the total composition C22H72N4O14 (ωB97M-V/def2-TZVPD).

Geometry as XYZ:
```
112
Properties=species:S:1:pos:R:3:forces:R:3
C -2.0080 -12.5650 -8.9500 -0.27 -1.57 2.12
C -0.9450 -11.6720 -9.5440 0.03 -2.32 2.08
O -1.4250 -10.4360 -9.2960 0.09 3.99 0.09
H -2.9870 -12.1380 -9.0590 -0.40 0.75 -0.53
H -2.0240 -12.7420 -7.8070 0.78 0.16 -1.79
H -2.1200 -13.4920 -9.4730 0.32 -1.01 0.01
H -0.8440 -11.9610 -10.5640 -0.06 0.69 -1.22
H 0.0600 -11.7920 -9.0980 -0.22 -0.32 -0.01
H -1.3320 -10.2320 -8.3440 -0.15 -0.31 -0.75
C -7.6850 -17.9640 -1.2950 -0.04 -1.25 0.01
C -6.2260 -18.3470 -1.5820 -2.60 -2.89 -1.09
O -5.9660 -18.0860 -2.9250 -1.55 1.11 -1.65
H -7.7230 -16.9160 -1.3900 -0.38 1.38 -0.28
H -8.1140 -18.2200 -0.3170 0.75 -0.07 0.05
H -8.3690 -18.4380 -2.0010 0.19 0.12 -0.28
H -6.0450 -19.4260 -1.4110 0.08 0.49 0.51
H -5.6240 -17.7200 -1.0900 2.43 1.84 2.85
H -5.2140 -18.5200 -3.2850 1.00 -0.21 0.10
C -7.1030 -13.1690 -3.2880 1.10 -1.96 1.35
C -6.3590 -14.4550 -3.7690 -1.28 -0.23 -0.54
O -5.9800 -15.2040 -2.6480 -0.13 0.71 1.19
H -6.2470 -12.6590 -2.8700 -0.43 1.25 0.43
H -7.8490 -13.4580 -2.4660 1.26 0.26 -1.09
H -7.6540 -12.6570 -4.0440 0.07 0.52 -0.68
H -5.4380 -14.4350 -4.4040 -0.86 1.19 0.05
H -7.1230 -15.0100 -4.3050 0.01 -0.43 -0.50
H -5.7570 -16.0540 -2.9980 0.24 -1.33 -0.04
C -2.7940 -16.3590 -4.9800 -0.02 0.14 0.30
C -2.2580 -15.1610 -5.8020 -1.39 -1.03 1.91
O -3.2530 -14.2510 -6.2020 0.55 0.28 0.70
H -3.7030 -16.9130 -5.2870 0.60 0.41 -0.66
H -3.0330 -16.0910 -3.9560 0.15 0.22 0.31
H -1.9300 -17.0310 -4.9450 -0.34 -0.38 0.09
H -1.7830 -15.6330 -6.5900 0.78 -0.55 -2.40
H -1.4330 -14.7320 -5.2480 -0.08 0.82 0.38
H -3.4130 -14.4640 -7.1340 -0.19 0.13 -0.08
C 0.2340 -17.4800 -3.4090 -2.12 1.68 2.06
C 0.9820 -16.5720 -4.2290 2.06 1.32 0.12
O 1.2320 -15.4110 -3.4770 -0.51 1.70 -0.97
H 0.0780 -18.3500 -3.8970 -0.23 -3.28 -1.30
H -0.7880 -17.0240 -3.3440 0.89 -0.54 0.77
H 0.7300 -17.5980 -2.4280 -0.50 -0.19 -0.41
H 0.5160 -16.2830 -5.1510 -0.69 0.29 -0.39
H 1.9330 -16.9740 -4.4960 0.97 -0.68 -0.51
H 1.7900 -15.5800 -2.7380 0.66 -0.53 0.71
C -6.3830 -15.8960 -6.9270 -0.67 -2.86 1.48
C -6.0590 -17.3750 -7.2000 -0.31 0.80 -0.34
O -5.9770 -18.0620 -5.9670 0.17 -0.35 -0.31
H -5.6320 -15.5050 -6.2320 -0.67 -0.27 0.45
H -7.4520 -15.8950 -6.6490 0.67 0.91 0.18
H -6.1280 -15.3800 -7.7710 -0.12 1.51 -2.51
H -5.1350 -17.3560 -7.7300 1.38 -0.23 -0.13
H -6.7130 -17.9140 -7.9210 -0.40 0.54 0.56
H -5.5720 -18.8980 -6.2120 0.04 -0.31 0.43
C -2.8610 -13.8270 -2.5570 1.80 0.97 -1.15
C -1.3300 -14.0730 -2.4280 -1.23 -1.70 -2.59
O -0.9850 -14.2390 -1.0950 1.72 0.24 1.78
H -3.2970 -14.6600 -2.1150 -1.35 -1.11 0.94
H -3.1780 -13.8010 -3.6180 0.40 -0.17 0.42
H -3.1940 -12.8810 -2.1470 0.02 -0.03 0.53
H -0.7700 -13.3780 -3.0160 0.65 1.01 0.17
H -1.1260 -15.0320 -3.0340 -0.35 1.06 1.04
H -0.0110 -14.1360 -0.8790 -1.85 -0.08 -1.01
C -2.6920 -17.1180 -1.0400 -1.00 0.42 2.34
C -2.2720 -17.7430 0.2660 -1.32 -1.28 0.42
O -3.4020 -18.0670 1.1290 0.17 0.14 -0.62
H -3.1470 -16.2220 -0.6800 -0.57 1.00 -0.32
H -3.4200 -17.6250 -1.6460 0.13 -0.60 -0.30
H -1.7900 -16.8320 -1.4820 1.15 0.37 -1.34
H -1.6640 -17.0750 0.8410 0.77 0.50 -0.07
H -1.7630 -18.6660 0.0520 0.68 -0.57 0.15
H -3.0410 -18.3750 1.9680 -0.08 0.06 -0.15
C -3.4910 -15.8590 -9.7290 -0.48 3.21 7.24
O -3.5420 -15.3310 -8.4450 0.31 -3.14 -6.63
N -4.5420 -15.8660 -10.4830 -3.41 0.40 -1.67
N -2.4340 -16.3980 -10.2520 6.04 -1.82 -2.80
H -5.4300 -15.5380 -10.0630 1.02 -0.30 -0.75
H -4.4470 -16.0480 -11.4950 -0.51 0.21 1.21
H -1.4660 -16.2270 -9.8180 -2.49 -0.32 -0.70
H -2.3460 -16.7760 -11.3020 -0.70 1.32 3.45
C 1.7280 -13.0260 -6.0750 -6.56 1.48 4.96
O 0.5690 -12.9070 -5.2990 6.22 -0.72 -4.32
N 2.3060 -14.0810 -6.4940 -0.65 -7.52 -1.00
N 2.5480 -12.0840 -6.4020 0.65 7.39 0.08
H 1.7820 -14.9320 -6.3020 0.49 0.05 -0.35
H 3.0380 -14.1260 -7.1970 -0.42 0.15 0.60
H 2.2250 -11.1460 -6.1040 0.57 -0.77 -0.61
H 3.1450 -12.1170 -7.2250 -0.38 -0.01 0.59
C -3.3540 -11.0990 -4.3150 2.12 1.44 -2.59
O -2.7010 -11.5390 -5.5680 -0.98 3.55 0.90
H -4.1840 -11.6630 -4.0690 -1.83 -1.30 0.29
H -3.6640 -10.0360 -4.4550 0.46 -0.80 0.25
H -2.5850 -11.2500 -3.5970 0.33 0.46 1.16
H -2.7470 -12.4550 -5.5640 -0.13 -3.05 -0.26
C -1.8130 -19.0120 -7.4360 0.16 0.76 0.45
O -2.1290 -19.8850 -6.3840 -0.13 -1.43 0.13
H -1.4440 -19.5090 -8.3510 -0.28 -0.25 0.61
H -1.0130 -18.3760 -7.0540 0.04 0.52 -0.54
H -2.7070 -18.4240 -7.6720 0.28 0.25 -0.23
H -1.9630 -19.4980 -5.5150 -0.24 0.27 -0.45
C -5.5760 -12.5870 -7.2530 0.64 0.98 0.25
O -6.4040 -11.4660 -7.5520 0.36 0.70 -0.24
H -4.5150 -12.3330 -7.1070 -0.50 0.15 0.22
H -5.6050 -13.3060 -8.0260 -0.12 -0.75 -1.23
H -5.9670 -13.0810 -6.3870 -0.11 -0.09 0.74
H -5.8570 -10.6990 -7.8090 -0.33 -0.79 0.25
C -2.3340 -19.9790 -2.9630 0.22 1.74 -0.32
O -3.4590 -19.3080 -3.6590 2.82 -0.07 0.78
H -1.3600 -19.7610 -3.4340 -0.68 0.55 -0.23
H -2.2810 -21.0290 -2.9360 -1.07 -1.56 -0.25
H -2.2310 -19.6330 -1.9380 -0.37 0.22 0.04
H -4.2000 -19.8760 -3.7240 -0.80 -1.47 -0.11
```
Positions in Å, forces in eV/Å.

Results
ΔE to the lowest compared entry with this formula, charge and spin	98.84	kcal per mole
total charge	0
electronic energy	-58598.44634	eV
max |F|	8.4	eV/A
HOMO level	-8.84	eV

Results of the Löwdin charge analysis, in e, for atoms 1 through 4: C -0.079; C -0.361; O -0.065; H 0.069

Which of these has the lowest electronic energy? C22H71Cl2N3O20